1.
Molecular formula: C21H19BrFeN7O2S
Method: DFT, ωB97M-V with the def2-TZVPD basis set

```
! RIJCOSX wB97M-V def2-TZVPD def2/J DEFGRID3
* xyz 2 6
Br -5.704 1.754 -2.929
Fe 0.919 1.008 0.984
S -1.827 -3.544 -4.337
O -1.715 3.875 0.263
O -0.433 2.105 0.758
N 1.159 0.623 -1.165
N 0.236 -0.995 0.722
N -1.783 -3.720 -2.741
N -3.565 -0.448 -0.216
N 3.118 1.196 1.056
N 1.073 1.023 3.189
N -0.976 -2.190 -4.486
C -1.576 2.695 0.303
C -1.176 -3.316 0.176
C -4.435 1.252 -1.644
C -2.614 1.739 -0.196
C -0.617 -1.823 -3.268
C 3.793 0.264 2.006
C 0.702 0.233 -3.872
C 3.512 0.644 3.447
C -0.783 -2.468 -0.863
C -4.409 -0.056 -1.165
C 2.123 0.251 3.909
C -0.145 -1.811 1.706
C 0.433 -0.430 -1.582
C 1.649 1.470 -2.066
C -2.701 0.435 0.271
C -0.836 -2.992 1.473
C -3.517 2.164 -1.161
C -0.055 -1.325 -0.552
C 1.446 1.308 -3.433
C -1.083 -2.707 -2.260
C 0.178 -0.659 -2.931
H 3.435 -0.747 1.799
H 0.511 0.060 -4.923
H 0.104 -1.509 2.715
H 4.868 0.276 1.828
H -1.101 -3.632 2.301
H 1.956 -0.811 3.727
H 3.458 1.007 0.117
H 0.158 0.770 3.559
H -2.071 0.094 1.081
H 4.234 0.138 4.087
H 1.187 2.013 3.406
H 2.228 2.306 -1.692
H 1.871 2.018 -4.127
H 3.668 1.719 3.588
H -3.504 3.187 -1.513
H 3.398 2.150 1.278
H -1.736 -4.212 -0.059
H 2.039 0.419 4.983
H -5.093 -0.802 -1.551
*
```

Expectation value of S²: 8.761
Frontier orbital gap (alpha / beta): 7.3 / 5.8 eV
LUMO level (alpha / beta): -6.811 / -8.304 eV

***

2.
Molecular formula: C21H19ClN2O2
Method: DFT, ωB97M-V with the def2-TZVPD basis set

```
! RIJCOSX wB97M-V def2-TZVPD def2/J DEFGRID3
* xyz 0 1
Cl -1.202 5.559 -1.104
O 1.126 5.206 1.010
O -1.512 2.204 -0.344
N 0.740 3.032 1.382
N -0.054 0.600 -0.988
C -0.506 1.556 -0.147
C 0.407 -1.590 2.695
C -0.809 -5.655 2.570
C -0.664 -3.510 1.500
C -1.166 -2.230 -2.631
C 1.779 2.944 -1.463
C 0.228 -3.816 3.705
C 0.891 4.111 0.550
C 0.097 -0.612 1.824
C 0.851 3.822 -0.914
C -0.019 -2.971 2.618
C 0.331 1.740 1.088
C 1.805 2.708 -2.825
C -0.789 0.193 -2.169
C -0.045 4.474 -1.758
C -0.032 4.225 -3.122
C -1.454 -1.135 -1.953
C -1.052 -4.835 1.480
C -0.165 -5.140 3.683
C 0.558 0.735 1.963
C 0.894 3.345 -3.652
H 2.535 2.030 -3.240
H -0.852 -2.894 0.634
H -2.198 -1.146 -1.167
H 0.032 -5.773 4.535
H -0.547 -0.826 0.984
H -0.107 0.153 -3.023
H 0.769 0.072 -0.745
H -1.663 -3.166 -2.442
H 0.911 3.243 2.360
H -1.116 -6.690 2.550
H -1.543 0.967 -2.340
H 1.026 -1.344 3.550
H 2.491 2.455 -0.812
H 0.904 3.158 -4.715
H -0.745 4.726 -3.758
H -0.430 -2.231 -3.418
H 0.729 -3.420 4.577
H 1.116 0.959 2.865
H -1.548 -5.234 0.607
*
```

Frontier orbital gap: 7.7 eV
Structure (SMILES): C=CCNC(=O)/C(=C\C=C\c1ccccc1)NC(=O)c1ccccc1Cl
LUMO level: -0.160 eV

***

3.
Molecular formula: C21H19ClN3O2PtS2
Method: DFT, ωB97M-V with the def2-TZVPD basis set

```
! RIJCOSX wB97M-V def2-TZVPD def2/J DEFGRID3
* xyz 1 1
Pt -0.279 0.946 0.975
Cl 1.182 -4.472 7.186
S 0.890 2.844 0.237
S 1.740 -0.980 -1.558
O -0.905 -0.716 2.050
O 0.971 0.280 2.441
N -0.725 -0.631 -3.229
N 0.382 -0.204 -1.175
N -1.756 1.295 -0.314
C -1.678 0.904 -1.632
C 1.822 -2.368 5.626
C -0.647 0.016 -2.015
C 2.636 -1.973 -3.938
C -0.425 -2.682 4.021
C -3.622 2.248 -2.147
C -0.251 4.228 0.549
C 1.195 -2.337 -5.828
C 1.598 -1.491 4.586
C 0.309 -1.261 -3.865
C 0.465 -1.635 3.782
C 0.918 -3.396 5.871
C 0.175 -0.669 2.720
C -2.617 1.424 -2.563
C -0.202 -3.559 5.061
C -2.794 2.035 0.084
C 0.139 -1.759 -5.161
C 2.449 -2.443 -5.218
C -3.746 2.533 -0.774
C 1.976 3.099 1.672
C 1.574 -1.394 -3.246
H 2.449 4.072 1.564
H -2.497 1.204 -3.613
H -2.861 2.230 1.149
H 2.728 2.316 1.659
H 0.323 5.146 0.451
H -1.286 -2.793 3.380
H -4.556 3.139 -0.408
H -4.308 2.686 -2.855
H 1.398 3.047 2.591
H 2.690 -2.252 6.255
H -1.030 4.207 -0.209
H -0.826 -1.665 -5.635
H -1.631 -0.668 -3.679
H -0.894 -4.362 5.256
H 3.594 -2.049 -3.451
H 2.294 -0.689 4.389
H 3.265 -2.902 -5.751
H -0.685 4.149 1.543
H 1.057 -2.697 -6.835
*
```

Frontier orbital gap (alpha / beta): 5.8 / 5.8 eV
LUMO level (alpha / beta): -3.979 / -3.980 eV

***

4.
Molecular formula: C21H19N4O4Ru
Method: DFT, ωB97M-V with the def2-TZVPD basis set

```
! RIJCOSX wB97M-V def2-TZVPD def2/J DEFGRID3
* xyz 0 2
Ru 0.160 -0.133 -0.155
O 0.882 -1.705 2.631
O 0.646 -2.108 -1.860
O 2.166 -0.282 -0.555
O -1.449 -1.400 -0.333
N -1.514 1.279 -0.070
N 0.790 -1.948 0.382
N 1.295 -3.964 -0.691
N 0.951 1.685 0.517
C -5.406 -1.227 -1.468
C 1.552 -4.513 0.542
C -3.405 -2.502 -0.961
C 0.004 2.383 1.379
C 1.855 2.402 -0.052
C 3.616 2.848 -1.714
C 2.880 0.557 -1.238
C 2.765 1.951 -1.047
C 4.566 2.382 -2.587
C 3.893 0.098 -2.105
C 1.021 -2.418 1.646
C -2.756 1.111 -0.388
C -1.185 2.599 0.473
C 0.897 -2.644 -0.781
C 1.411 -4.720 -1.925
C -2.677 -1.311 -0.695
C -3.379 -0.088 -0.803
C 1.436 -3.820 1.683
C 4.697 0.996 -2.766
C -4.715 -2.451 -1.348
C -4.741 -0.071 -1.178
H 0.446 -4.783 -2.427
H -0.884 3.270 -0.338
H 1.644 -4.274 2.639
H -5.250 0.886 -1.234
H 3.509 3.912 -1.533
H 2.114 -4.235 -2.600
H -2.880 -3.443 -0.858
H 4.007 -0.969 -2.236
H -0.255 1.749 2.228
H 1.765 -5.721 -1.689
H -2.039 3.032 0.996
H -5.238 -3.376 -1.561
H -6.444 -1.213 -1.770
H -3.419 1.974 -0.285
H 1.933 3.448 0.255
H 5.213 3.066 -3.118
H 1.855 -5.551 0.523
H 0.428 3.320 1.746
H 5.456 0.621 -3.443
*
```

Expectation value of S²: 0.755
Frontier orbital gap (alpha / beta): 7.3 / 7.0 eV
LUMO level (alpha / beta): -0.470 / -0.634 eV

***

5.
Molecular formula: C21H20BrN2O5PdS
Method: DFT, ωB97M-V with the def2-TZVPD basis set

```
! RIJCOSX wB97M-V def2-TZVPD def2/J DEFGRID3
* xyz 1 5
Pd 0.638 0.003 0.436
Br 1.489 0.867 2.533
S 2.317 0.137 -2.123
O 0.345 -2.084 0.020
O 2.755 0.132 -0.744
O -0.038 -6.555 1.374
O 2.525 -1.002 -2.962
O -1.331 -0.227 1.317
N 0.651 0.354 -1.872
N -1.543 0.101 -2.311
C -1.241 -2.563 1.771
C -1.055 -0.209 -5.063
C 4.408 5.124 -4.748
C -0.351 -5.261 1.414
C -0.229 -2.911 0.765
C 2.902 1.582 -2.900
C 3.384 1.515 -4.199
C 3.363 3.921 -2.804
C -2.340 -0.245 -4.548
C -1.288 -4.903 2.420
C 2.892 2.778 -2.188
C -1.718 -3.589 2.563
C 3.856 3.884 -4.110
C 0.002 -0.020 -4.200
C -1.797 -1.194 1.908
C -0.261 0.135 -2.806
C 3.860 2.670 -4.795
C 0.915 -6.982 0.398
C -2.991 -0.913 2.775
C 0.149 -4.287 0.598
C -2.518 -0.084 -3.153
H 0.883 -4.475 -0.172
H 4.376 5.062 -5.834
H -3.695 -0.330 2.183
H -0.876 -0.324 -6.123
H -1.667 -5.682 3.067
H 3.409 0.568 -4.722
H 1.015 0.009 -4.567
H -3.500 -1.777 3.183
H 3.858 6.010 -4.432
H -2.445 -3.393 3.335
H 3.361 4.857 -2.261
H 5.450 5.262 -4.453
H -3.203 -0.389 -5.183
H 4.248 2.627 -5.804
H 2.537 2.805 -1.166
H 1.873 -6.486 0.557
H -3.522 -0.106 -2.742
H -2.652 -0.272 3.591
H 0.548 -6.780 -0.609
H 1.024 -8.051 0.542
*
```

Expectation value of S²: 6.092
Frontier orbital gap (alpha / beta): 8.7 / 5.6 eV
LUMO level (alpha / beta): -2.943 / -5.909 eV

***

6.
Molecular formula: C21H20BrN2O5SW
Method: DFT, ωB97M-V with the def2-TZVPD basis set

```
! RIJCOSX wB97M-V def2-TZVPD def2/J DEFGRID3
* xyz 1 3
W 0.038 -0.223 0.121
Br -2.197 -0.568 1.692
S -0.668 -2.305 -2.292
O -0.960 1.766 -3.251
O 0.168 -1.904 -1.040
O -0.966 0.769 -1.244
O 3.742 3.176 -4.758
O 5.478 2.718 -3.351
N -0.509 1.501 1.375
N 1.575 0.743 -1.018
C -0.362 1.335 -2.315
C -1.651 3.331 3.060
C 1.438 -0.602 1.652
C -2.230 2.074 2.926
C 2.979 -1.960 3.576
C 3.023 -2.358 2.251
C 3.779 1.438 -1.597
C 2.895 0.802 -0.753
C 0.540 -2.276 -3.600
C 4.310 2.737 -3.753
C -1.605 1.211 2.064
C 3.320 2.039 -2.760
C -0.503 3.677 2.350
C 0.138 5.027 2.468
C 2.278 -1.674 1.298
C 1.123 1.358 -2.145
C 0.038 2.713 1.509
C 2.182 -0.882 3.951
C -0.876 -4.057 -2.073
C 1.423 -0.219 3.004
C 1.950 2.006 -3.024
H 0.814 0.616 3.331
H 3.224 0.325 0.157
H -3.121 1.791 3.465
H -1.534 -4.204 -1.219
H 0.801 -1.233 -3.777
H 0.091 -4.530 -1.912
H 1.575 2.492 -3.916
H 0.160 5.529 1.500
H -1.357 -4.440 -2.974
H -0.404 5.659 3.167
H 1.411 -2.857 -3.304
H 3.656 -3.183 1.950
H 1.168 4.937 2.814
H 2.363 -1.986 0.261
H 0.931 2.899 0.925
H 4.840 1.487 -1.385
H 0.072 -2.686 -4.495
H 3.574 -2.477 4.317
H -2.106 4.053 3.726
H 2.156 -0.565 4.985
*
```

Expectation value of S²: 2.017
Frontier orbital gap (alpha / beta): 5.4 / 5.7 eV
LUMO level (alpha / beta): -4.628 / -4.341 eV